DFT (the ωB97M-V functional and the def2-TZVPD basis) results for a cluster of 9 separate species, C81H171N9O9 in total.

The geometry in XYZ format:
```
270
Properties=species:S:1:pos:R:3:forces:R:3:lowdin_charge:R:1
C 0.112710 -18.316170 30.004810 -0.2 0.9 -0.3 -0.03
C 1.626390 -18.212520 29.699750 0.2 -2.2 0.3 -0.47
C 2.314080 -17.347750 30.739350 0.3 0.9 0.3 -0.05
C 2.208910 -19.680790 29.918720 -0.7 1.2 -1.1 -0.14
C 1.744620 -20.635290 28.786330 1.2 1.7 0.2 -0.15
C 2.327320 -20.074670 27.429560 -1.2 -0.9 0.8 -0.12
C 1.917430 -18.578880 27.116080 1.3 -1.4 -0.2 -0.48
C 2.986870 -18.126150 26.087940 0.1 0.5 0.5 -0.04
C 0.519400 -18.574630 26.483050 0.0 -0.2 1.6 -0.02
N 2.009910 -17.741150 28.333830 1.3 -4.3 1.2 -0.15
O 1.578850 -16.502960 28.123600 -0.7 3.1 -0.8 0.00
H -0.462210 -18.954870 29.334270 0.3 -0.2 0.0 0.06
H -0.051900 -18.640870 31.032230 0.1 -0.2 0.0 0.08
H -0.371020 -17.342740 29.923910 0.1 0.2 0.0 0.08
H 2.187570 -16.279400 30.564130 -0.2 0.0 -0.1 0.08
H 1.958880 -17.512780 31.756560 -0.3 -0.3 -0.1 0.08
H 3.389640 -17.515630 30.794770 0.1 -0.2 -0.3 0.08
H 3.296300 -19.619970 29.963210 0.2 0.0 -0.5 0.11
H 1.974050 -20.070350 30.909270 -0.6 0.2 0.0 0.11
H 2.125640 -21.567160 29.204110 -0.2 -0.6 -1.2 0.10
H 0.662030 -20.639690 28.659520 0.0 -0.3 0.5 0.09
H 1.868340 -20.640170 26.618610 -0.1 -0.1 -0.1 0.10
H 3.377670 -20.342470 27.314930 0.3 0.7 0.4 0.11
H 3.317910 -18.866010 25.359160 -0.9 -0.2 -0.3 0.08
H 3.941580 -17.958690 26.586510 -0.1 0.5 0.4 0.08
H 2.637320 -17.217980 25.596850 0.3 0.0 -0.2 0.08
H 0.434220 -19.255080 25.635800 0.1 0.5 -0.2 0.09
H 0.139130 -17.561440 26.352830 0.2 -0.1 -0.5 0.08
H -0.083330 -18.991120 27.290120 -0.5 -0.2 -0.2 0.06
H 2.422150 -16.049710 28.052840 -0.2 0.9 -0.1 0.12
C 9.249120 -16.504350 32.325990 -0.2 0.8 0.1 -0.06
C 9.769230 -17.073050 31.004230 -0.5 -2.1 0.4 -0.49
C 10.618560 -18.322710 31.357010 0.6 -0.2 0.3 -0.04
C 8.487390 -17.649180 30.312570 0.9 -0.2 -2.5 -0.12
C 8.824540 -18.104630 28.809460 0.4 1.9 1.4 -0.15
C 9.423640 -16.842490 28.136310 -1.1 -0.2 -0.8 -0.16
C 10.665980 -16.139200 28.764190 0.7 -1.1 -1.6 -0.45
C 11.958970 -17.002470 28.325290 -0.2 1.4 1.7 -0.02
C 10.790790 -14.726330 28.100590 0.2 -0.4 0.9 -0.04
N 10.421120 -16.000640 30.213100 -1.3 -0.7 -0.5 -0.10
O 11.503420 -15.469310 30.966310 -0.2 -0.2 -0.5 -0.01
H 9.994300 -16.103690 33.013230 0.3 -0.2 -0.1 0.08
H 8.569240 -15.685260 32.091560 -0.1 0.2 0.0 0.08
H 8.653010 -17.228550 32.881230 0.2 -0.2 -0.1 0.09
H 11.447320 -18.101480 32.029560 0.1 0.3 0.0 0.08
H 9.994750 -19.048710 31.878430 -0.2 0.2 0.2 0.08
H 11.041030 -18.914470 30.544950 -0.1 0.4 -0.4 0.06
H 7.984450 -18.507130 30.758750 0.6 0.1 0.9 0.11
H 7.742680 -16.853960 30.278980 -0.1 0.1 -0.3 0.11
H 9.554560 -18.901960 28.670080 0.0 -0.2 0.7 0.09
H 7.913550 -18.468270 28.334090 0.0 0.4 -0.2 0.10
H 8.622670 -16.124060 27.961920 -0.2 0.4 0.7 0.11
H 9.570630 -17.112630 27.090600 1.0 0.0 -0.1 0.11
H 11.914860 -18.006960 28.746190 -0.1 -0.1 -0.6 0.06
H 12.830890 -16.553140 28.800640 0.0 0.1 0.4 0.07
H 12.248240 -16.900950 27.279290 -0.8 -0.5 -0.2 0.08
H 9.958480 -14.114420 28.448350 0.0 0.1 0.0 0.08
H 10.823940 -14.703550 27.011330 -0.3 -0.6 0.0 0.08
H 11.732840 -14.267590 28.400910 0.0 0.1 0.3 0.07
H 10.984330 -14.833300 31.463940 0.5 0.5 0.3 0.09
C 5.270260 -11.079330 19.286120 -1.1 0.3 0.5 -0.05
C 4.390460 -12.222860 18.789360 1.0 -1.4 -1.2 -0.51
C 4.212980 -11.994510 17.281200 -0.7 -1.0 -0.1 -0.04
C 5.236390 -13.575720 18.975060 -1.0 -0.7 0.9 -0.11
C 4.468580 -14.910310 18.652580 -1.2 1.2 0.1 -0.17
C 3.180820 -14.922580 19.528840 0.5 1.1 0.2 -0.13
C 2.285590 -13.588010 19.448090 1.0 -0.8 0.8 -0.46
C 1.445630 -13.717550 18.181840 -0.1 1.3 -0.2 -0.04
C 1.382330 -13.523470 20.687190 -1.0 0.8 -0.4 -0.06
N 3.131390 -12.327070 19.534060 0.7 -1.5 1.1 -0.10
O 2.365040 -11.117080 19.644500 0.4 -0.8 -1.0 -0.02
H 4.654260 -10.189890 19.153680 0.2 0.3 0.1 0.08
H 5.466650 -11.190140 20.352540 0.2 0.0 0.0 0.09
H 6.184240 -10.928320 18.711730 -0.1 -0.3 0.1 0.09
H 3.722440 -12.827120 16.776980 0.1 -0.5 0.2 0.06
H 3.490070 -11.205340 17.074500 0.7 0.7 0.0 0.09
H 5.206960 -11.956510 16.835470 -0.2 0.7 -0.3 0.09
H 6.264770 -13.502140 18.621310 -0.3 0.2 -1.1 0.11
H 5.498480 -13.694280 20.026420 -0.5 0.3 0.6 0.10
H 4.116710 -14.994050 17.624340 0.4 0.3 -0.3 0.09
H 4.990740 -15.843240 18.864910 0.5 0.3 0.1 0.10
H 3.497630 -15.160890 20.544190 -0.1 0.5 0.3 0.10
H 2.549400 -15.771790 19.267600 -0.2 0.1 -0.3 0.11
H 1.918930 -14.264490 17.366400 0.0 -0.1 0.2 0.07
H 1.315240 -12.688240 17.847730 -0.3 0.0 -0.3 0.08
H 0.446880 -14.103590 18.385720 0.1 -0.3 0.0 0.08
H 1.880540 -13.095280 21.556980 0.3 -0.6 0.1 0.08
H 0.784420 -14.408660 20.904090 0.7 -0.5 0.1 0.08
H 0.580290 -12.811400 20.492820 0.0 0.4 -0.2 0.07
H 2.637070 -10.762120 20.493980 0.0 -0.1 0.2 0.10
C 10.944950 -18.559600 13.240150 -1.1 0.0 1.1 -0.03
C 10.191960 -17.259650 13.661500 0.0 1.6 -2.2 -0.46
C 9.649950 -17.222610 15.055030 0.8 -0.4 1.4 -0.05
C 11.163060 -16.016580 13.466950 -0.4 -1.2 0.5 -0.14
C 10.521740 -14.630790 13.439590 0.2 -0.8 -0.7 -0.18
C 9.482240 -14.639720 12.308730 -0.2 0.1 1.4 -0.14
C 8.390850 -15.733860 12.444040 0.0 -0.9 -0.3 -0.46
C 7.400000 -15.472670 13.575710 -0.3 1.4 0.4 -0.04
C 7.649220 -15.674510 11.045870 0.3 -1.2 1.1 -0.03
N 9.056500 -17.068080 12.670070 2.8 2.6 -1.0 -0.16
O 8.284380 -18.157790 12.478640 -1.6 -1.2 0.2 -0.02
H 11.451380 -18.502600 12.276620 -0.4 0.1 0.0 0.08
H 11.644150 -18.966050 13.970910 0.3 0.7 0.3 0.08
H 10.167400 -19.321990 13.287980 0.0 -0.3 -0.7 0.07
H 9.496130 -16.199450 15.397910 -0.6 -0.1 -0.3 0.07
H 8.796960 -17.880300 15.222240 -0.2 0.3 -0.1 0.09
H 10.417060 -17.535100 15.763540 0.2 -0.4 0.1 0.08
H 11.906980 -16.158550 14.250860 0.2 0.3 0.2 0.11
H 11.701230 -16.122520 12.525010 -0.1 -0.2 -0.1 0.11
H 10.099120 -14.271130 14.377750 0.0 -0.3 0.1 0.10
H 11.329240 -13.950380 13.169260 -0.1 0.3 0.1 0.11
H 9.990500 -14.731750 11.348890 -0.1 0.0 0.0 0.12
H 8.983360 -13.673890 12.388700 -0.2 0.1 -0.5 0.12
H 6.789200 -14.600010 13.344420 -0.4 0.0 -0.4 0.08
H 7.855470 -15.104150 14.494860 0.5 -0.5 0.1 0.06
H 6.732080 -16.291770 13.842280 0.2 -0.2 -0.3 0.09
H 7.244850 -14.678200 10.867080 0.3 0.0 0.0 0.08
H 6.820450 -16.379310 10.978780 -0.1 0.0 0.3 0.07
H 8.348900 -16.006810 10.278980 0.1 0.4 -0.2 0.08
H 8.543010 -18.493270 11.617150 -0.1 -0.2 -0.1 0.11
C 13.811350 -24.002140 14.322550 0.4 -1.3 -0.6 -0.02
C 14.734830 -25.197710 14.812030 -0.3 0.6 -0.9 -0.47
C 13.958670 -26.548320 14.709010 0.7 0.2 0.9 -0.03
C 15.969820 -25.300270 13.856090 -1.2 0.1 -0.9 -0.16
C 16.994630 -24.204980 13.935290 0.3 -0.4 1.4 -0.18
C 17.423870 -24.048700 15.441250 -0.5 -1.3 -1.5 -0.12
C 16.343070 -24.125660 16.524790 -0.5 2.2 -0.1 -0.50
C 16.920980 -24.478430 17.903920 -0.1 -0.1 0.3 -0.04
C 15.888370 -22.642050 16.629940 -1.4 0.7 0.3 -0.05
N 15.245520 -25.024760 16.159410 0.5 -1.6 0.6 -0.09
O 14.192090 -25.030210 17.130500 0.2 1.1 -0.4 -0.02
H 14.404690 -23.094380 14.212890 -0.3 0.0 0.1 0.06
H 13.465160 -24.318260 13.338530 0.2 0.2 -0.4 0.07
H 12.855390 -23.859260 14.826370 0.5 0.1 0.8 0.08
H 13.418900 -26.723870 13.778460 -0.2 0.5 0.1 0.09
H 14.634520 -27.396990 14.814350 0.4 0.1 -0.1 0.08
H 13.334150 -26.639070 15.597730 -0.6 0.1 -0.4 0.07
H 16.386430 -26.307480 13.864070 0.2 0.0 0.5 0.12
H 15.601430 -25.166250 12.839030 -0.5 -0.5 -0.1 0.11
H 17.898170 -24.564330 13.442780 0.0 0.1 -0.2 0.11
H 16.655450 -23.359760 13.336400 0.0 0.5 0.7 0.11
H 17.980880 -23.114080 15.507040 0.5 -0.5 0.6 0.12
H 17.948990 -24.997380 15.552380 1.0 0.4 0.3 0.12
H 16.144460 -24.434580 18.667590 -0.2 0.4 -0.1 0.08
H 17.683710 -23.745760 18.167600 0.0 0.0 0.0 0.08
H 17.341400 -25.470580 18.068200 0.2 -0.2 -0.7 0.08
H 15.605770 -22.191960 15.678280 -0.1 -0.4 -0.3 0.07
H 16.570060 -21.885470 17.018510 0.7 -0.6 0.3 0.08
H 15.010230 -22.545370 17.268400 -0.2 -0.2 0.1 0.08
H 14.136490 -25.914140 17.500870 0.4 -0.2 -0.1 0.10
C -3.503040 -27.371880 24.531120 0.4 1.0 -0.3 -0.02
C -3.196000 -25.827290 24.690320 -0.1 -1.2 0.5 -0.49
C -4.417210 -25.047000 24.118330 -0.3 -0.3 1.1 -0.04
C -2.969170 -25.532250 26.186330 -0.8 -0.9 0.9 -0.13
C -1.694550 -26.064950 26.841240 0.3 -1.4 -0.9 -0.20
C -0.536140 -25.463220 26.097750 -0.6 -0.1 1.7 -0.17
C -0.626650 -25.624780 24.584600 -0.1 1.2 -1.6 -0.48
C 0.291030 -24.511860 24.079240 0.4 0.2 -1.2 -0.06
C -0.027500 -26.961070 24.128030 0.1 -0.5 0.4 -0.02
N -1.991500 -25.362090 24.017280 0.0 0.5 1.5 -0.12
O -2.116890 -25.411240 22.604220 0.6 -0.2 0.6 -0.01
H -4.424700 -27.637330 25.048990 -0.3 0.2 -0.3 0.08
H -3.567310 -27.503480 23.451010 -0.2 -0.5 0.1 0.08
H -2.758400 -28.048360 24.950630 0.3 0.3 -0.1 0.06
H -4.180600 -23.983720 24.079060 0.1 0.0 -0.7 0.08
H -4.900820 -25.507700 23.256950 0.9 0.4 -0.7 0.08
H -5.294670 -25.065420 24.764720 0.2 -0.2 0.9 0.08
H -3.079050 -24.467160 26.390310 0.1 0.1 0.0 0.12
H -3.738280 -26.056120 26.753900 -0.7 0.3 -0.2 0.11
H -1.698520 -25.972090 27.927270 0.1 0.9 0.0 0.11
H -1.500720 -27.136160 26.785990 -1.0 -0.6 -0.5 0.10
H 0.392650 -25.933240 26.421050 0.2 0.2 -0.1 0.13
H -0.601620 -24.477020 26.557340 0.8 0.8 -1.2 0.12
H 0.461700 -24.598360 23.006170 0.1 -0.3 -0.2 0.08
H 1.262510 -24.613240 24.563020 0.0 0.2 0.0 0.08
H -0.071370 -23.487710 24.168060 -0.3 -0.1 0.7 0.08
H -0.291580 -27.733510 24.850320 0.1 -0.2 0.0 0.07
H 1.058730 -26.891180 24.070350 0.1 0.0 0.3 0.08
H -0.322440 -27.331390 23.146220 -0.4 0.5 0.0 0.08
H -2.260220 -24.474340 22.451630 0.0 0.0 -0.6 0.10
C 5.836960 -28.457270 16.945560 0.4 -0.5 -0.6 -0.03
C 7.233320 -29.224820 16.897670 -2.3 0.6 1.8 -0.47
C 8.258060 -28.092400 16.760030 1.0 -1.6 -0.1 -0.05
C 7.426800 -29.945780 18.341720 -1.5 0.0 -1.9 -0.10
C 6.538760 -31.250670 18.461170 2.3 0.6 -1.7 -0.15
C 6.873160 -32.154700 17.228250 -0.7 0.3 1.8 -0.14
C 6.692060 -31.539950 15.824650 0.1 0.7 1.3 -0.52
C 7.437950 -32.542890 14.929500 -0.3 1.6 -1.5 -0.04
C 5.213990 -31.433960 15.431280 0.0 -1.9 0.4 -0.03
N 7.309760 -30.213990 15.818530 2.1 0.2 0.5 -0.11
O 7.244050 -29.563340 14.568080 0.1 -0.4 0.2 0.00
H 5.654200 -28.050260 17.940060 -0.1 -0.1 -0.1 0.08
H 5.854840 -27.620160 16.247680 0.0 0.2 0.0 0.07
H 5.004890 -29.076980 16.611300 -0.1 -0.1 0.4 0.05
H 8.170480 -27.466870 15.871690 -0.6 0.2 0.4 0.08
H 8.300780 -27.593460 17.728190 -0.1 0.5 -0.3 0.09
H 9.222710 -28.577730 16.611650 0.3 0.0 0.2 0.08
H 8.514230 -30.015820 18.367900 0.0 -1.0 0.5 0.11
H 7.083950 -29.392630 19.216120 0.3 1.0 -0.5 0.10
H 6.828440 -31.662300 19.427990 -0.2 -0.6 -0.2 0.10
H 5.459870 -31.096090 18.447070 0.1 0.7 0.2 0.10
H 6.188030 -32.992750 17.356190 0.1 -0.4 -0.6 0.11
H 7.892190 -32.527270 17.332530 0.0 0.0 -0.1 0.11
H 6.927610 -33.504720 14.879100 0.2 0.0 0.2 0.09
H 8.514890 -32.597950 15.088460 -0.2 -0.2 0.7 0.09
H 7.393320 -32.073460 13.946780 -0.1 -0.4 -0.5 0.08
H 4.999470 -32.502170 15.399430 -0.9 -0.1 -0.4 0.08
H 4.982520 -31.023990 14.448200 0.3 0.2 0.1 0.09
H 4.554780 -31.047970 16.208810 0.2 0.3 -0.1 0.07
H 6.373750 -29.159050 14.540970 -0.5 0.2 -0.2 0.08
C 5.362910 -21.061300 20.256630 -0.4 0.6 0.5 -0.05
C 6.658990 -21.632560 20.858730 1.0 -0.3 -0.6 -0.49
C 6.313230 -22.616390 21.978780 0.2 -0.6 -0.3 -0.03
C 7.428830 -22.416740 19.710950 0.4 -0.2 0.6 -0.12
C 8.926500 -22.740830 19.929520 -0.1 1.4 0.1 -0.19
C 9.625160 -21.384050 20.188530 -0.5 -0.4 1.7 -0.11
C 9.008870 -20.611800 21.489830 0.1 -0.5 -0.8 -0.42
C 9.366880 -21.359450 22.786630 0.2 0.0 0.4 -0.05
C 9.691080 -19.191630 21.566680 -1.1 -0.3 -0.2 -0.05
N 7.508670 -20.508410 21.297900 2.1 -0.3 -2.3 -0.15
O 6.917750 -19.759850 22.285810 -0.5 0.5 1.0 -0.01
H 4.743280 -20.713000 21.082970 -0.3 -0.2 0.1 0.08
H 5.461080 -20.166700 19.641680 0.7 0.0 -0.1 0.08
H 4.784800 -21.756160 19.647490 0.2 -0.4 0.3 0.08
H 5.529110 -23.250700 21.565370 -0.1 -0.2 0.3 0.08
H 7.183030 -23.244600 22.170890 0.0 -0.1 0.1 0.07
H 5.994090 -22.224120 22.944380 -0.1 0.5 -0.3 0.08
H 6.990580 -23.396820 19.522600 -0.8 0.2 0.0 0.11
H 7.354030 -21.803160 18.813160 0.0 -0.1 -0.1 0.11
H 9.141730 -23.513660 20.667420 -0.3 0.3 0.5 0.10
H 9.356090 -23.184120 19.031160 -0.2 0.1 -0.3 0.10
H 9.566590 -20.820360 19.257440 -0.3 0.5 0.2 0.11
H 10.689120 -21.537430 20.369010 0.1 0.1 0.2 0.11
H 9.398600 -22.443960 22.682060 0.3 0.0 -0.2 0.07
H 8.709340 -21.186830 23.638650 -0.7 0.3 -0.4 0.08
H 10.293080 -20.956190 23.196050 0.5 -0.4 -0.3 0.07
H 9.538190 -18.660510 22.506170 -0.4 -0.3 0.2 0.07
H 9.257200 -18.560450 20.791140 0.2 0.1 -0.2 0.08
H 10.776970 -19.226130 21.478690 -0.1 -0.4 -0.4 0.08
H 6.817420 -18.913600 21.843780 -0.2 0.3 0.3 0.11
C 6.057920 -24.705400 27.294800 -0.4 -0.3 -0.3 -0.02
C 7.246260 -25.580570 27.754340 -0.9 -0.8 -0.6 -0.48
C 7.265960 -26.955340 26.957860 -1.2 0.5 -0.2 -0.03
C 8.587600 -24.954440 27.363120 0.3 -0.5 0.2 -0.17
C 9.164710 -23.824520 28.168110 -1.4 -0.9 0.8 -0.18
C 8.977200 -24.148440 29.673230 -1.0 0.3 -1.1 -0.11
C 7.551110 -24.688770 30.105750 0.7 0.8 0.2 -0.47
C 7.846120 -25.328530 31.457700 -0.5 -0.4 -0.1 -0.06
C 6.530790 -23.514940 30.315220 0.6 0.2 -0.8 -0.03
N 7.136810 -25.801380 29.190590 3.1 1.4 0.0 -0.14
O 5.980030 -26.453240 29.559840 -0.6 -0.2 0.3 0.00
H 6.265640 -23.648510 27.461860 0.1 0.0 -0.4 0.07
H 5.748700 -24.948770 26.278310 0.5 0.5 -0.4 0.08
H 5.119930 -24.887850 27.819200 0.2 -0.3 0.6 0.08
H 7.115040 -26.738800 25.900290 0.5 0.4 -0.2 0.07
H 8.157410 -27.576510 27.044810 0.1 0.3 0.4 0.08
H 6.391120 -27.591570 27.091860 -0.1 0.0 0.8 0.07
H 9.347870 -25.726930 27.478740 -0.1 -0.4 -0.6 0.11
H 8.481660 -24.614360 26.332960 0.2 -0.4 -0.2 0.13
H 10.218570 -23.817450 27.889850 0.0 0.8 0.2 0.11
H 8.577070 -22.952350 27.881550 0.6 0.6 0.3 0.10
H 9.157680 -23.185370 30.150730 0.1 -0.4 0.8 0.11
H 9.637500 -24.946760 30.012040 0.5 0.4 -0.2 0.11
H 8.518580 -26.172970 31.306630 -0.3 -0.3 0.0 0.08
H 6.870710 -25.633370 31.836850 0.3 -0.3 0.6 0.08
H 8.393900 -24.694590 32.154950 -0.4 0.4 0.0 0.09
H 6.639660 -22.760830 29.535760 -0.4 -0.4 -0.8 0.06
H 6.758600 -22.814700 31.118880 0.2 -0.8 0.9 0.08
H 5.499840 -23.859170 30.397430 0.1 0.0 -0.1 0.08
H 6.372470 -27.296010 29.799310 -0.6 -0.4 0.2 0.11
```
Forces are in eV/Å.

Computed properties:
Charge: 0
Structure (SMILES): CC1(C)CCCC(C)(C)N1O.CC1(C)CCCC(C)(C)N1O.CC1(C)CCCC(C)(C)N1O.CC1(C)CCCC(C)(C)N1O.CC1(C)CCCC(C)(C)N1O.CC1(C)CCCC(C)(C)N1O.CC1(C)CCCC(C)(C)N1O.CC1(C)CCCC(C)(C)N1O.CC1(C)CCCC(C)(C)N1O
Energy relative to the best compared isomer or geometry (same formula, charge and spin) in eV: 9.466
E_HOMO in eV: -7.78
DFT total energy in eV: -118590.972
F_max in Eh/bohr: 0.090